Density functional theory data (ωB97M-V/def2-TZVPD) for 8 unconnected molecules or ions with the total composition C36H84FNO11.

```
133
Properties=species:S:1:pos:R:3:forces:R:3
N -1.307 3.694 0.279 -0.08 0.56 -0.30
C -1.222 3.508 -1.178 -0.21 -0.52 0.79
C 0.204 3.008 -1.462 -0.40 0.20 -0.14
C 1.037 4.004 -2.224 1.00 -2.41 0.44
O 0.677 5.070 -2.553 -0.94 2.62 -0.76
C -2.261 2.513 -1.710 0.66 0.44 0.39
O -3.518 3.135 -1.962 0.33 0.11 0.02
C -4.456 2.191 -2.272 0.03 0.18 -0.37
F -4.097 1.562 -3.465 0.17 -0.20 -0.30
C -5.797 2.803 -2.494 -0.77 0.05 0.57
C -6.546 3.129 -1.180 0.14 -0.03 -1.05
C -7.675 4.046 -1.532 2.25 0.83 -0.23
O -8.802 3.760 -1.440 -3.38 -0.96 0.61
O -7.323 5.266 -2.029 0.80 0.22 0.64
H -2.114 4.258 0.515 -0.07 -0.26 0.19
H -1.342 2.796 0.745 -0.19 0.09 0.14
H -1.415 4.480 -1.627 0.24 0.05 -0.23
H 0.220 2.044 -1.975 0.10 0.00 -0.20
H 0.709 2.847 -0.511 0.15 -0.04 0.10
H 2.065 3.678 -2.485 0.04 -0.19 0.14
H -1.854 2.050 -2.605 -0.32 -0.19 -0.23
H -2.427 1.773 -0.920 0.16 -0.38 -0.16
H -4.451 1.392 -1.528 -0.17 -0.16 0.20
H -6.395 2.062 -3.015 -0.06 -0.10 -0.17
H -5.767 3.683 -3.129 0.50 0.07 -0.05
H -7.031 2.226 -0.836 0.12 -0.15 0.45
H -5.906 3.567 -0.420 0.11 0.11 0.04
H -7.997 5.874 -1.694 -0.16 0.05 -0.52
C -8.196 6.984 1.422 0.15 0.14 -0.15
C -7.339 6.744 2.653 -0.07 0.00 -0.01
O -6.045 6.252 2.361 0.05 -0.22 0.08
C -5.213 7.085 1.572 0.08 0.10 -0.07
C -4.904 8.430 2.204 -0.18 0.09 0.08
H -8.210 6.093 0.790 -0.07 -0.06 0.09
H -9.218 7.229 1.713 0.00 -0.04 0.00
H -7.812 7.810 0.820 -0.04 0.03 0.03
H -7.811 5.980 3.273 0.11 -0.05 0.00
H -7.280 7.650 3.266 0.00 0.05 -0.06
H -5.641 7.215 0.572 -0.01 0.06 0.00
H -4.282 6.531 1.442 -0.06 -0.10 0.04
H -5.793 9.060 2.263 0.03 0.04 -0.05
H -4.159 8.961 1.610 -0.01 -0.03 -0.03
H -4.524 8.303 3.219 0.05 -0.05 -0.03
C 1.086 -1.198 -6.115 -0.19 -0.09 -0.02
C 1.065 -0.868 -4.633 0.08 -0.08 -0.07
O -0.122 -0.224 -4.211 0.12 0.33 0.19
C -1.329 -0.944 -4.367 -0.31 -0.08 0.02
C -1.383 -2.242 -3.579 0.30 -0.05 -0.10
H 0.852 -0.312 -6.708 0.07 0.02 0.02
H 2.069 -1.570 -6.407 0.01 0.02 0.01
H 0.352 -1.966 -6.367 0.05 -0.03 0.00
H 1.875 -0.171 -4.411 -0.09 0.07 0.07
H 1.250 -1.765 -4.030 -0.03 -0.05 -0.05
H -1.535 -1.123 -5.429 0.03 -0.05 0.00
H -2.115 -0.278 -4.006 0.08 0.10 -0.04
H -0.682 -2.981 -3.968 -0.05 -0.06 0.03
H -2.383 -2.676 -3.627 -0.01 0.04 0.01
H -1.124 -2.065 -2.534 -0.07 -0.01 0.01
C -1.030 8.490 -2.099 0.08 0.15 0.11
C -2.150 9.506 -2.251 0.10 -0.15 -0.09
O -2.609 10.036 -1.020 -0.23 0.01 0.12
C -1.656 10.750 -0.254 0.06 0.08 0.03
C -1.108 11.981 -0.955 0.06 -0.08 -0.18
H -1.310 7.715 -1.384 -0.03 -0.04 -0.07
H -0.809 8.021 -3.059 -0.01 -0.03 0.03
H -0.110 8.953 -1.738 0.02 -0.02 -0.06
H -3.014 9.018 -2.703 -0.08 0.07 0.10
H -1.855 10.313 -2.930 0.05 0.00 0.01
H -0.845 10.086 0.063 0.05 0.03 -0.05
H -2.176 11.061 0.654 -0.11 -0.09 -0.04
H -0.497 11.713 -1.819 0.05 0.02 0.04
H -0.483 12.559 -0.273 -0.02 -0.01 0.01
H -1.922 12.613 -1.312 -0.02 0.01 0.07
C 0.886 -6.991 -1.770 -0.18 -0.12 -0.11
C -0.004 -5.899 -1.199 0.14 -0.07 0.09
O -0.834 -5.277 -2.160 0.02 0.28 -0.09
C -1.773 -6.106 -2.818 -0.11 -0.08 -0.01
C -2.788 -6.742 -1.882 0.13 -0.07 0.14
H 1.443 -6.618 -2.631 0.04 0.04 0.06
H 1.591 -7.339 -1.014 0.01 0.03 0.00
H 0.304 -7.852 -2.103 0.03 -0.03 0.05
H 0.626 -5.107 -0.792 -0.09 0.09 -0.05
H -0.605 -6.278 -0.364 0.02 -0.08 -0.01
H -1.260 -6.869 -3.414 -0.01 -0.05 0.04
H -2.296 -5.458 -3.523 0.10 0.09 0.03
H -2.322 -7.473 -1.219 -0.03 -0.04 -0.03
H -3.559 -7.258 -2.455 0.00 0.02 -0.01
H -3.260 -5.983 -1.257 -0.03 0.02 -0.06
C 5.073 -2.466 0.880 -0.17 -0.11 -0.13
C 4.182 -1.371 1.444 0.12 -0.05 0.07
O 3.351 -0.756 0.478 0.03 0.19 -0.05
C 2.416 -1.602 -0.165 -0.19 -0.04 -0.05
C 1.409 -2.232 0.782 0.18 -0.11 0.18
H 5.629 -2.099 0.016 0.04 0.05 0.05
H 5.779 -2.810 1.636 0.01 0.04 0.00
H 4.490 -3.329 0.552 0.02 -0.03 0.07
H 4.810 -0.574 1.845 -0.08 0.08 -0.06
H 3.583 -1.749 2.281 0.00 -0.07 -0.02
H 2.933 -2.371 -0.751 -0.01 -0.05 0.04
H 1.887 -0.970 -0.881 0.11 0.09 0.01
H 1.883 -2.950 1.456 -0.07 -0.07 -0.04
H 0.639 -2.763 0.220 0.00 0.03 -0.02
H 0.931 -1.468 1.399 -0.03 0.04 -0.08
C 1.797 -7.287 3.909 0.15 0.07 0.14
C 2.271 -6.553 2.666 -0.06 -0.10 -0.01
O 2.468 -5.165 2.865 -0.12 0.13 -0.12
C 3.451 -4.809 3.823 0.16 0.05 0.04
C 4.845 -5.295 3.472 -0.07 -0.21 -0.02
H 0.923 -6.792 4.336 -0.04 -0.03 -0.06
H 1.538 -8.317 3.665 -0.01 0.01 -0.02
H 2.569 -7.312 4.681 0.00 -0.06 -0.02
H 1.507 -6.637 1.891 0.01 0.14 -0.02
H 3.179 -7.015 2.261 0.02 -0.03 0.06
H 3.156 -5.153 4.821 0.03 -0.04 0.00
H 3.450 -3.718 3.858 -0.13 -0.01 -0.08
H 4.914 -6.384 3.519 0.07 0.02 0.07
H 5.579 -4.887 4.167 0.01 -0.01 -0.01
H 5.112 -4.993 2.458 0.01 0.05 0.03
C 7.542 -9.006 5.214 0.14 0.07 0.13
C 8.019 -8.270 3.973 -0.06 -0.12 0.02
O 8.222 -6.884 4.176 -0.13 0.16 -0.11
C 9.205 -6.530 5.132 0.13 0.03 0.05
C 10.601 -7.017 4.783 -0.05 -0.20 -0.04
H 6.670 -8.509 5.643 -0.03 -0.03 -0.06
H 7.278 -10.034 4.967 -0.01 0.01 -0.02
H 8.314 -9.038 5.986 0.00 -0.06 -0.01
H 7.254 -8.346 3.198 0.02 0.13 -0.02
H 8.924 -8.735 3.567 0.01 -0.03 0.05
H 8.910 -6.873 6.130 0.04 -0.05 0.00
H 9.206 -5.440 5.164 -0.12 -0.01 -0.07
H 10.673 -8.105 4.833 0.04 0.01 0.05
H 11.331 -6.604 5.481 -0.02 0.02 0.00
H 10.870 -6.715 3.770 0.00 0.07 0.03
```
Positions in Å, forces in eV/Å.

SMILES: N[C@@H](CC=O)CO[C@H](F)CCC(=O)O.CCOCC.CCOCC.CCOCC.CCOCC.CCOCC.CCOCC.CCOCC
max |F|: 3.57 eV Å⁻¹
net charge: 0
calculated total energy: -65421.0608 eV

Mulliken atomic charge list, values in e, 6 entries: N -0.774; C 0.777; C -0.991; C -0.049; O -0.429; C -0.767